(1)
This record from the Open Molecules 2025 dataset describes a gas-phase ion, C8H10N3S (charge +1). The level of theory is the ωB97M-V functional and the def2-TZVPD basis.

Values from the calculation:
**Highest occupied orbital energy (alpha / beta)**: -12.371 / -12.372 eV
**E_LUMO (alpha / beta)**: -5.2 / -5.2 eV
**Net charge**: +1
**HOMO-LUMO gap (alpha / beta)**: 7.155 / 7.156 eV
**Spin multiplicity**: 1

CARTESIAN COORDINATES (ANGSTROEM)
C 2.00 -0.25 1.90
C 1.15 0.69 2.24
C 1.80 -0.87 0.61
C 2.59 -1.81 0.07
C -0.57 2.35 2.77
C -1.09 -0.60 -3.06
C -2.08 -1.01 -2.04
C -0.88 -0.17 -1.61
N 0.72 -0.24 -0.03
N 0.39 1.54 2.64
N 0.12 -0.84 -0.94
S -1.76 2.59 1.54
H 2.81 -0.55 2.55
H 2.36 -2.20 -0.91
H 3.47 -2.18 0.57
H -0.65 2.90 3.70
H -0.41 -1.35 -3.44
H -1.34 0.19 -3.75
H -3.03 -0.51 -1.99
H -2.09 -2.04 -1.72
H -1.04 0.87 -1.34
H -2.47 3.50 2.21

Here are the Mulliken charges for atoms 1 to 6, given in e: -1.029 0.717 0.780 -0.819 -0.041 -0.550


(2)
This record from the Open Molecules 2025 dataset describes 2 unconnected molecules or ions with the total composition C8H10N4. The level of theory is the ωB97M-V functional and the def2-TZVPD basis.

Values from the calculation:
**Highest occupied orbital energy (alpha / beta)**: -15.948 / -15.000 eV
**E_LUMO (alpha / beta)**: -9.0 / -10.1 eV
**Net charge**: +2
**HOMO-LUMO gap (alpha / beta)**: 6.947 / 4.949 eV
**Spin multiplicity**: 1

CARTESIAN COORDINATES (ANGSTROEM)
C 3.62 -2.69 1.16
C 4.21 -3.78 1.15
C -0.66 0.25 0.37
C 0.35 -0.50 0.31
C -3.58 1.93 -0.67
C -3.41 3.12 -1.68
C -1.61 1.19 0.66
C 1.11 -1.45 -0.06
N -2.70 1.40 -0.01
N 2.88 -1.66 1.04
N 4.73 -4.97 1.26
N -2.19 3.77 -1.60
H -4.64 1.57 -0.76
H -3.30 2.40 -2.54
H -4.32 3.72 -1.71
H -1.47 1.83 1.59
H 1.54 -2.09 -0.71
H 3.20 -0.88 1.59
H 4.16 -5.85 1.33
H 5.58 -5.20 1.90
H -1.30 3.36 -1.68
H -2.21 4.53 -0.93

Here are the Mulliken charges for atoms 1 to 6, given in e: 0.310 0.179 0.301 0.382 -0.057 -0.400


(3)
This record from the Open Molecules 2025 dataset describes a molecular structure, C8H10N4O. The level of theory is the ωB97M-V functional and the def2-TZVPD basis.

Values from the calculation:
**Highest occupied orbital energy**: -17.364 eV
**E_LUMO**: -9.6 eV
**Net charge**: +2
**HOMO-LUMO gap**: 7.790 eV
**Spin multiplicity**: 1

CARTESIAN COORDINATES (ANGSTROEM)
C 2.32 1.87 0.86
C 1.33 1.57 1.75
C 2.50 1.20 -0.38
C 0.31 0.58 1.52
C 1.57 0.22 -0.58
C 0.55 -0.04 0.33
C 1.22 -0.62 -1.68
C -2.04 -0.67 -0.47
N 0.19 -1.40 -1.41
N -2.66 -0.32 0.62
N -2.37 -0.64 -1.71
N -0.25 -1.09 -0.14
O -0.38 -2.03 0.77
H 3.05 2.68 1.13
H 1.43 2.24 2.75
H 3.37 1.52 -0.96
H -0.43 0.53 2.30
H 1.83 -0.68 -2.61
H -3.65 -0.06 0.40
H -2.24 -0.65 1.52
H -3.32 -0.27 -1.97
H -1.78 -1.13 -2.43
H -0.56 -2.80 0.37

Here are the Mulliken charges for atoms 1 to 6, given in e: -0.286 -0.621 -0.962 -0.643 0.430 0.979


Calculated energy relative to the best compared isomer or geometry (same formula, charge and spin), 100.7 56.1 69.8 kcal/mol (same order as the records).